Entry 1:
This record from OMol25 describes a molecular structure, C40H44IIrN2OPSi. The level of theory is wB97M-V/def2-TZVPD.

Geometry as XYZ:
```
91
Properties=species:S:1:pos:R:3
Ir -0.046 0.664 0.345
I -2.094 2.085 -0.264
C -3.923 1.275 0.353
C -4.798 2.260 0.715
C -6.138 1.938 1.015
C -6.548 0.646 0.905
C -5.650 -0.384 0.529
C -6.130 -1.704 0.391
C -5.285 -2.711 0.030
C -3.922 -2.434 -0.149
C -3.391 -1.169 -0.024
P -1.543 -1.185 -0.164
C -1.334 -1.407 -1.972
C -2.429 -1.607 -2.811
C -2.274 -1.596 -4.191
C -1.029 -1.372 -4.752
C 0.063 -1.144 -3.925
C -0.087 -1.152 -2.551
C -1.295 -2.534 1.040
C -0.928 -3.953 0.709
C -0.398 -4.674 1.914
C -0.559 -4.217 3.176
C -1.146 -2.956 3.420
C -1.439 -2.116 2.330
C -4.277 -0.095 0.276
H -4.478 3.293 0.762
H -6.822 2.720 1.311
H -7.578 0.379 1.101
H -7.180 -1.895 0.571
H -5.646 -3.722 -0.092
H -3.272 -3.263 -0.391
H -3.417 -1.774 -2.408
H -3.137 -1.759 -4.822
H -0.910 -1.366 -5.827
H 1.038 -0.948 -4.351
H 0.766 -0.963 -1.921
H -1.829 -4.511 0.395
H 0.071 -5.633 1.735
H -0.213 -4.810 4.012
H -1.297 -2.605 4.429
H -1.745 -1.094 2.535
O 1.477 -0.313 0.936
C 2.697 -0.859 1.111
C 3.651 -0.160 1.845
C 4.940 -0.632 1.995
C 5.321 -1.828 1.405
C 4.367 -2.562 0.727
C 3.047 -2.124 0.595
C 2.046 -3.043 0.043
N 0.845 -2.711 -0.256
C 0.080 -3.932 -0.484
C 1.113 -5.005 -0.504
N 2.283 -4.399 -0.094
H 3.372 0.782 2.280
H 5.653 -0.049 2.561
H 6.335 -2.189 1.484
H 4.657 -3.505 0.282
H -0.484 -3.853 -1.424
H 1.049 -6.052 -0.728
H 3.145 -4.871 0.110
C 0.040 4.144 -1.231
Si 1.069 2.877 -0.252
C 2.503 2.518 -1.490
C 2.972 3.824 -2.155
C 1.943 1.602 -2.586
C 3.721 1.837 -0.879
C 1.333 3.775 1.435
C -0.034 3.915 2.119
C 1.897 5.180 1.173
C 2.260 3.072 2.417
H 0.710 4.968 -1.468
H -0.794 4.570 -0.677
H -0.336 3.774 -2.186
H 2.223 4.240 -2.826
H 3.859 3.610 -2.755
H 3.249 4.593 -1.434
H 1.076 2.036 -3.089
H 1.648 0.633 -2.187
H 2.709 1.433 -3.348
H 4.157 2.409 -0.059
H 4.494 1.722 -1.643
H 3.477 0.844 -0.517
H -0.764 4.438 1.502
H 0.085 4.493 3.039
H -0.452 2.942 2.391
H 1.244 5.787 0.549
H 2.882 5.147 0.709
H 2.008 5.701 2.128
H 1.894 2.076 2.666
H 2.303 3.644 3.348
H 3.279 3.000 2.038
```

Results
Spin multiplicity: 5
E: -75318.7426 eV
E_HOMO (spin up / spin down): -8.78 / -10.71 eV
HOMO-LUMO gap (spin up / spin down): 6.020 / 6.507 eV
Charge: +1
⟨S²⟩: 6.058
ΔE to the lowest compared entry with this formula, charge and spin: 308.56 kJ/mol

These are the Löwdin partial charges, in e, on atoms 1 to 5: 0.69 1.34 -0.54 -0.16 -0.05



Entry 2:
This record from OMol25 describes C4H10O in the gas phase. The level of theory is wB97M-V/def2-TZVPD.

Geometry as XYZ:
```
15
Properties=species:S:1:pos:R:3
C 1.969 0.066 -0.065
C 0.670 -0.584 -0.530
C -0.558 0.336 -0.439
C -1.820 -0.426 -0.048
O -0.281 1.342 0.529
H 1.875 0.374 0.977
H 2.208 0.963 -0.644
H 2.809 -0.633 -0.153
H 0.770 -0.942 -1.561
H 0.493 -1.476 0.077
H -0.708 0.813 -1.421
H -2.023 -1.272 -0.715
H -1.700 -0.808 0.972
H -2.700 0.231 -0.063
H -1.014 1.969 0.510
```

Results
E: -6357.5300 eV
E_HOMO: -10.18 eV
HOMO-LUMO gap: 11.150 eV
SMILES: CC[C@@H](C)O
ΔE to the lowest compared entry with this formula, charge and spin: 26.33 kJ/mol

These are the Löwdin partial charges, in e, on atoms 1 to 5: -0.11 -0.22 -0.46 -0.06 -0.06



Entry 3:
This record from OMol25 describes a molecular structure, C6H4O. The level of theory is wB97M-V/def2-TZVPD.

Geometry as XYZ:
```
11
Properties=species:S:1:pos:R:3
C -1.323 -0.578 -0.788
C -0.564 0.493 -0.110
C -0.592 1.762 0.270
C 0.748 1.617 0.813
O 1.588 2.254 1.362
C 1.017 0.014 0.461
C 1.615 -1.059 0.450
H -2.302 -0.149 -1.022
H -1.457 -1.452 -0.145
H -0.837 -0.892 -1.717
H 2.107 -2.009 0.427
```

Results
E: -8326.7762 eV
E_HOMO (spin up / spin down): -8.79 / -8.79 eV
HOMO-LUMO gap (spin up / spin down): 7.072 / 7.074 eV
ΔE to the lowest compared entry with this formula, charge and spin: 546.49 kJ/mol

These are the Löwdin partial charges, in e, on atoms 1 to 5: -0.06 -0.21 0.03 -0.40 0.14



Entry 4:
This record from OMol25 describes a molecular structure, C21H24B11Br6Cl2N3O2SV at a distorted geometry. The level of theory is wB97M-V/def2-TZVPD.

Geometry as XYZ:
```
71
Properties=species:S:1:pos:R:3
V 1.129 -0.173 -0.190
Br 2.037 1.716 1.335
B 1.079 3.278 0.525
B 1.773 4.883 0.402
C 0.989 5.560 -0.937
B 1.457 3.939 -1.065
B -0.071 4.532 -1.766
B -0.674 5.833 -0.728
B 0.465 6.052 0.609
B 0.479 4.568 1.587
Br 0.850 4.533 3.485
B -1.062 5.170 0.882
Br -2.469 5.878 1.988
B -1.394 4.212 -0.612
Br -3.176 3.772 -1.225
B -0.042 3.071 -0.811
Br -0.363 1.240 -1.586
B -0.676 3.419 0.816
Br -1.578 1.998 1.789
H 2.889 5.167 0.672
H 1.539 6.277 -1.526
H 2.352 3.599 -1.762
H -0.207 4.599 -2.937
H -1.197 6.766 -1.226
H 0.692 7.134 1.021
Cl 2.509 -3.113 -0.031
C 3.975 -2.252 -0.279
C 5.208 -2.835 -0.085
C 6.350 -2.069 -0.274
Cl 7.850 -2.823 -0.066
C 6.287 -0.690 -0.626
C 7.417 0.146 -0.751
C 7.232 1.465 -1.055
C 5.922 1.947 -1.242
N 4.843 1.193 -1.141
C 5.026 -0.099 -0.834
C 3.863 -0.910 -0.674
O 2.639 -0.389 -0.788
H 5.286 -3.870 0.218
H 8.408 -0.260 -0.600
H 8.074 2.137 -1.151
H 5.754 2.992 -1.479
C -1.289 -4.137 -3.200
C -2.384 -3.074 -3.111
C -2.910 -2.871 -1.698
N -1.890 -2.132 -0.919
C -1.705 -2.076 0.371
S -0.297 -1.337 1.130
N -2.565 -2.618 1.244
C -4.020 -2.575 1.130
O -4.510 -1.913 0.263
C -4.727 -3.333 2.172
C -6.045 -2.967 2.442
C -6.764 -3.658 3.398
C -6.176 -4.724 4.072
C -4.866 -5.097 3.796
C -4.137 -4.401 2.850
H -0.834 -4.151 -4.190
H -1.700 -5.129 -3.010
H -0.490 -3.962 -2.470
H -3.230 -3.350 -3.739
H -2.021 -2.112 -3.497
H -3.077 -3.830 -1.204
H -3.845 -2.321 -1.679
H -1.212 -1.654 -1.487
H -2.214 -2.735 2.186
H -6.486 -2.139 1.901
H -7.783 -3.370 3.619
H -6.743 -5.273 4.812
H -4.418 -5.934 4.315
H -3.125 -4.721 2.621
```

Results
Spin multiplicity: 2
E: -519990.0764 eV
E_HOMO (spin up / spin down): -13.63 / -13.63 eV
HOMO-LUMO gap (spin up / spin down): 4.707 / 4.445 eV
Charge: +2
⟨S²⟩: 0.810
ΔE to the lowest compared entry with this formula, charge and spin: 234.58 kJ/mol

These are the Löwdin partial charges, in e, on atoms 1 to 5: 0.45 1.04 -0.79 -0.25 0.07



Entry 5:
This record from OMol25 describes C3H6N2OS in the gas phase at a distorted geometry. The level of theory is wB97M-V/def2-TZVPD.

Geometry as XYZ:
```
13
Properties=species:S:1:pos:R:3
C -1.525 -0.627 0.598
C 1.490 0.119 -0.202
C 1.020 1.543 -0.008
H -2.554 -0.335 0.414
H -1.625 -1.654 0.989
H -1.140 0.018 1.405
H -1.084 0.178 -1.229
H 0.901 -1.691 -0.872
H 1.814 2.181 0.404
N -0.817 -0.621 -0.671
N 0.543 -0.758 -0.621
O -0.092 1.988 -0.275
S 3.068 -0.341 0.068
```

Results
E: -19069.4484 eV
E_HOMO: -9.03 eV
HOMO-LUMO gap: 7.969 eV
SMILES: CNNC(=S)C=O
ΔE to the lowest compared entry with this formula, charge and spin: 262.27 kJ/mol

These are the Löwdin partial charges, in e, on atoms 1 to 5: -0.11 -0.78 -0.23 0.08 0.08



Entry 6:
This record from OMol25 describes 2 unconnected molecules or ions with the total composition C4H11NO at a distorted geometry. The level of theory is wB97M-V/def2-TZVPD.

Geometry as XYZ:
```
17
Properties=species:S:1:pos:R:3
C 0.606 -1.565 1.025
N -0.385 -0.837 1.765
C -1.698 -0.648 1.122
H 0.813 -2.566 1.391
H 1.573 -1.075 0.857
H 0.406 -1.648 -0.048
H 0.006 0.060 2.011
H -2.048 0.357 1.338
H -1.651 -1.012 0.092
H -2.405 -1.328 1.618
C -0.068 1.534 -2.013
C 1.227 1.610 -1.711
O 1.693 1.152 -0.492
H -0.208 1.638 -3.087
H -0.917 1.723 -1.375
H 2.048 2.095 -2.228
H 1.007 0.510 -0.265
```

Results
E: -7861.5004 eV
E_HOMO: -8.90 eV
HOMO-LUMO gap: 9.912 eV
SMILES: C=CO.CNC
ΔE to the lowest compared entry with this formula, charge and spin: 294.59 kJ/mol

These are the Löwdin partial charges, in e, on atoms 1 to 5: -0.18 -0.17 -0.13 0.07 0.07



Entry 7:
This record from OMol25 describes 7 unconnected molecules or ions with the total composition C21H60BF7N5O8S at a distorted geometry. The level of theory is wB97M-V/def2-TZVPD.

Geometry as XYZ:
```
103
Properties=species:S:1:pos:R:3
B 5.412 -22.994 -0.593
F 5.132 -22.922 -1.951
F 6.596 -23.820 -0.370
F 5.710 -21.710 -0.128
F 4.400 -23.601 0.128
C 4.690 -25.970 -2.981
C 3.280 -25.548 -2.559
C 2.166 -26.207 -3.371
O 2.425 -27.588 -3.332
C 1.521 -28.389 -4.067
N 3.043 -25.989 -1.123
H 3.333 -26.956 -0.979
H 3.573 -25.411 -0.467
H 2.063 -25.812 -0.896
H 5.529 -25.717 -2.331
H 4.921 -25.381 -3.869
H 4.597 -27.042 -3.154
H 3.152 -24.467 -2.539
H 2.088 -25.875 -4.413
H 1.158 -25.960 -3.009
H 1.828 -29.432 -4.048
H 1.427 -28.071 -5.108
H 0.503 -28.411 -3.665
C 8.176 -21.313 2.287
C 7.701 -22.393 3.207
C 6.454 -22.136 4.047
O 6.346 -23.181 4.951
C 5.091 -23.317 5.657
N 7.384 -23.724 2.473
H 7.094 -24.279 3.291
H 6.690 -23.695 1.717
H 8.199 -24.196 2.087
H 8.122 -20.385 2.859
H 7.468 -21.147 1.477
H 9.184 -21.452 1.907
H 8.430 -22.784 3.923
H 5.637 -21.996 3.327
H 6.682 -21.183 4.534
H 5.139 -24.191 6.294
H 4.349 -23.516 4.875
H 4.897 -22.349 6.116
C 8.100 -19.708 -3.079
C 9.069 -20.514 -2.217
C 9.540 -19.802 -0.950
O 8.481 -19.793 -0.056
C 7.757 -18.601 0.234
N 8.490 -21.908 -1.898
H 9.034 -22.456 -1.229
H 7.545 -21.867 -1.503
H 8.487 -22.526 -2.710
H 8.494 -18.691 -3.090
H 7.044 -19.642 -2.825
H 8.198 -20.084 -4.099
H 9.913 -20.854 -2.822
H 10.051 -18.873 -1.215
H 10.384 -20.392 -0.560
H 6.912 -18.999 0.801
H 7.207 -18.221 -0.635
H 8.301 -17.780 0.694
C 12.119 -28.433 -0.738
C 10.625 -28.288 -1.147
C 9.651 -28.147 -0.012
O 8.352 -27.996 -0.572
C 7.347 -27.530 0.323
N 10.557 -27.032 -2.040
H 11.473 -26.946 -2.488
H 9.872 -26.875 -2.782
H 10.423 -26.280 -1.362
H 12.701 -28.508 -1.656
H 12.252 -29.330 -0.138
H 12.442 -27.565 -0.162
H 10.426 -29.080 -1.866
H 9.943 -27.341 0.675
H 9.584 -29.083 0.551
H 7.420 -26.456 0.536
H 7.410 -28.104 1.251
H 6.405 -27.695 -0.194
C -1.671 -21.109 2.558
C -0.847 -21.114 1.278
C 0.497 -20.392 1.542
O 1.184 -21.243 2.457
C 2.511 -21.559 2.072
N -0.576 -22.527 0.798
H -0.175 -22.410 -0.139
H 0.138 -23.098 1.244
H -1.482 -22.980 0.690
H -1.869 -20.140 3.005
H -1.208 -21.784 3.279
H -2.657 -21.557 2.387
H -1.353 -20.644 0.437
H 0.341 -19.385 1.918
H 1.000 -20.417 0.569
H 3.083 -22.143 2.794
H 3.017 -20.609 1.887
H 2.476 -22.202 1.184
C 2.461 -20.920 -2.951
F 2.292 -19.703 -3.434
F 3.041 -21.646 -3.920
F 3.246 -20.850 -1.868
S 0.802 -21.783 -2.570
O 0.046 -20.807 -1.792
O 0.090 -22.042 -3.808
O 1.101 -22.975 -1.733
```

Results
E: -77094.5638 eV
E_HOMO: -14.52 eV
HOMO-LUMO gap: 6.334 eV
Charge: +3
ΔE to the lowest compared entry with this formula, charge and spin: 177.19 kJ/mol

These are the Löwdin partial charges, in e, on atoms 1 to 5: -1.29 0.14 0.02 0.13 0.14



Entry 8:
This record from OMol25 describes 11 unconnected molecules or ions with the total composition C35H42F8O33 at a distorted geometry. The level of theory is wB97M-V/def2-TZVPD.

Geometry as XYZ:
```
118
Properties=species:S:1:pos:R:3
C -6.087 1.346 1.576
C -5.537 2.022 0.326
O -4.166 1.704 0.336
C -3.827 1.263 1.553
O -2.720 0.992 1.879
O -4.891 1.345 2.375
F -5.730 3.366 0.428
H -6.433 0.327 1.418
H -6.796 2.010 2.061
H -5.952 1.675 -0.616
C 3.230 -1.267 -3.361
C 3.698 -0.271 -4.432
O 3.287 0.982 -3.973
C 2.576 0.844 -2.826
O 2.072 1.739 -2.236
O 2.665 -0.416 -2.382
F 3.027 -0.509 -5.606
H 4.063 -1.781 -2.872
H 2.606 -2.094 -3.700
H 4.765 -0.349 -4.624
C 4.237 3.758 1.825
C 5.180 4.087 0.665
O 4.831 3.005 -0.188
C 4.510 1.951 0.642
O 4.423 0.830 0.256
O 4.391 2.363 1.898
F 6.492 4.023 1.017
H 3.269 4.167 1.529
H 4.474 4.333 2.719
H 4.992 5.059 0.214
C 0.032 2.754 4.197
C -0.786 3.233 5.424
O -0.261 2.460 6.471
C 0.291 1.336 5.957
O 0.612 0.405 6.620
O 0.449 1.475 4.652
F -2.100 2.913 5.230
H 0.878 3.400 3.959
H -0.555 2.612 3.292
H -0.715 4.311 5.558
C -2.453 -2.764 3.075
C -0.942 -2.633 3.283
O -0.490 -3.002 1.998
C -1.402 -3.714 1.334
O -1.207 -4.192 0.259
O -2.528 -3.778 2.059
F -0.519 -3.528 4.222
H -2.758 -1.775 2.719
H -2.991 -3.052 3.969
H -0.529 -1.667 3.562
C 1.729 5.301 -1.437
C 0.446 4.502 -1.720
O 0.386 4.618 -3.111
C 0.971 5.744 -3.523
O 0.921 6.287 -4.584
O 1.740 6.221 -2.520
F -0.672 5.062 -1.180
H 2.595 4.647 -1.331
H 1.627 5.840 -0.494
H 0.597 3.455 -1.469
C -2.451 2.123 -2.546
C -3.922 2.302 -3.042
O -3.787 2.546 -4.425
C -2.507 2.415 -4.807
O -2.074 2.599 -5.896
O -1.733 2.068 -3.760
F -4.533 3.329 -2.421
H -2.406 1.245 -1.905
H -2.082 2.997 -2.008
H -4.457 1.367 -2.882
C 4.400 -0.639 3.510
C 3.425 -0.850 4.676
O 3.902 -2.103 5.148
C 4.398 -2.819 4.104
O 4.610 -3.981 4.061
O 4.645 -1.961 3.100
F 2.148 -0.990 4.255
H 5.280 -0.114 3.888
H 3.984 -0.025 2.713
H 3.550 -0.118 5.472
C 2.017 -5.538 -4.169
O 2.563 -5.552 -2.875
C 2.083 -4.698 -1.956
O 1.408 -3.729 -2.195
O 2.627 -5.068 -0.810
C 2.259 -4.385 0.402
H 1.097 -4.952 -4.259
H 1.773 -6.549 -4.488
H 2.660 -5.046 -4.902
H 1.829 -3.404 0.199
H 3.233 -4.205 0.852
H 1.537 -4.933 0.999
C -0.676 -0.804 -0.694
C -0.079 -0.199 0.566
C 1.383 -0.493 0.819
O 1.804 0.735 1.423
C 1.011 1.741 1.028
O 1.285 2.897 1.197
O -0.047 1.214 0.383
H -0.406 -1.859 -0.788
H -0.385 -0.301 -1.612
H -1.750 -0.779 -0.513
H -0.580 -0.404 1.515
H 1.986 -0.669 -0.073
H 1.550 -1.303 1.527
C -5.366 -4.158 -3.634
C -4.815 -3.932 -2.236
C -3.420 -3.370 -2.208
O -3.493 -2.195 -1.401
C -4.797 -1.955 -1.098
O -5.148 -1.014 -0.446
O -5.567 -2.891 -1.607
H -5.116 -3.276 -4.231
H -6.446 -4.276 -3.643
H -4.860 -4.977 -4.145
H -4.852 -4.844 -1.639
H -2.983 -3.145 -3.183
H -2.724 -4.050 -1.712
```

Results
E: -126286.0458 eV
E_HOMO: -10.89 eV
HOMO-LUMO gap: 11.070 eV
SMILES: O=C1OC[C@@H](F)O1.O=C1OC[C@@H](F)O1.O=C1OC[C@@H](F)O1.O=C1OC[C@@H](F)O1.O=C1OC[C@@H](F)O1.O=C1OC[C@@H](F)O1.O=C1OC[C@@H](F)O1.O=C1OC[C@@H](F)O1.C[C@H]1COC(=O)O1.C[C@H]1COC(=O)O1.COC(=O)OC
ΔE to the lowest compared entry with this formula, charge and spin: 0.00 kJ/mol

These are the Löwdin partial charges, in e, on atoms 1 to 5: -0.03 -0.31 0.12 -0.56 0.17



- Which of these has the lowest ΔE to the lowest compared entry with this formula, charge and spin?
  C35H42F8O33



- Look up the E of the sixth one.
  -7861.5004 eV



- What is the formula in the eighth record?
  C35H42F8O33